{"formula": "C52H98BrClN12O3P", "method": "wB97M-V/def2-TZVPD", "orbital_gap_ha": 0.2827, "e_tot_ha": -6298.11734, "homo_energy_ev": -10.9, "total_charge": 1, "symbols": ["C", "C", "C", "C", "C", "C", "C", "C", "C", "C", "C", "C", "N", "C", "N", "C", "N", "C", "C", "C", "C", "C", "C", "Cl", "P", "O", "O", "O", "N", "Br", "H", "H", "H", "H", "H", "H", "H", "H", "H", "H", "H", "H", "H", "H", "H", "H", "H", "H", "H", "H", "H", "H", "H", "H", "H", "H", "H", "H", "H", "H", "H", "H", "H", "H", "H", "H", "H", "H", "H", "H", "H", "H", "C", "C", "C", "C", "N", "H", "H", "H", "H", "H", "H", "H", "C", "C", "C", "C", "N", "H", "H", "H", "H", "H", "H", "H", "C", "C", "C", "C", "N", "H", "H", "H", "H", "H", "H", "H", "C", "C", "C", "C", "N", "H", "H", "H", "H", "H", "H", "H", "C", "C", "C", "C", "N", "H", "H", "H", "H", "H", "H", "H", "C", "C", "C", "C", "N", "H", "H", "H", "H", "H", "H", "H", "C", "C", "C", "C", "N", "H", "H", "H", "H", "H", "H", "H", "C", "C", "C", "C", "N", "H", "H", "H", "H", "H", "H", "H"], "positions_angstrom": [[-0.65819, 3.98794, 1.67025], [0.41881, 3.28005, 2.49541], [1.52479, 2.57133, 1.67065], [1.18703, 2.25889, 0.20728], [2.29690, 1.36873, -0.39615], [1.86382, -0.10687, -0.47971], [1.04022, -0.33727, -1.74420], [0.36650, -1.73513, -1.85504], [1.09585, -2.86630, -1.11542], [0.63376, -3.11485, 0.31873], [-0.88176, -3.33535, 0.40150], [-1.53424, -2.54271, 1.51582], [-1.26971, -1.11574, 1.26847], [-2.11436, -0.15561, 1.35555], [-3.45059, -0.17649, 1.62202], [-4.02499, 0.45557, 0.35849], [-5.37401, 0.90085, 0.57810], [-6.35869, -0.20365, 0.38644], [-7.13132, -0.03038, -0.92055], [-2.90741, 1.53500, 0.08420], [-2.24302, 1.36956, -1.32503], [-3.17761, 1.06854, -2.50261], [-2.42251, 0.17211, -3.50952], [-2.55626, 0.76494, -5.18812], [-3.45242, 3.31190, 0.11180], [-4.18503, 3.61251, -1.11631], [-4.27955, 3.66727, 1.42200], [-2.14958, 4.22333, 0.24753], [-1.75732, 1.19145, 1.01676], [-1.71993, 2.12111, 2.67013], [-1.20174, 3.30357, 1.01898], [-1.38289, 4.43380, 2.35656], [-0.22168, 4.81377, 1.10888], [0.90483, 4.04779, 3.10122], [-0.02372, 2.56683, 3.19468], [2.42437, 3.18973, 1.66173], [1.79224, 1.63420, 2.16644], [1.12511, 3.18507, -0.36448], [0.22528, 1.73456, 0.13592], [2.60027, 1.70665, -1.38934], [3.17995, 1.39696, 0.24429], [2.76379, -0.71762, -0.52926], [1.26934, -0.29371, 0.42258], [1.64104, -0.18109, -2.63932], [0.23963, 0.41428, -1.75896], [-0.68000, -1.63977, -1.55258], [0.35018, -2.00969, -2.91182], [0.91182, -3.79732, -1.66167], [2.17081, -2.70641, -1.16604], [1.12186, -4.01709, 0.69311], [0.95061, -2.31959, 1.00107], [-1.40746, -3.07840, -0.51852], [-1.09587, -4.39042, 0.58267], [-2.60003, -2.76553, 1.50707], [-1.17798, -2.80218, 2.51519], [-0.32412, -0.88408, 0.96615], [-3.88112, -1.04829, 1.90412], [-3.92607, -0.29721, -0.42458], [-5.41842, 1.11681, 1.56896], [-7.04642, -0.20381, 1.23273], [-5.86778, -1.18540, 0.40866], [-6.45657, 0.38495, -1.66782], [-7.95631, 0.66094, -0.76253], [-7.53744, -0.98263, -1.25963], [-1.66910, 2.27558, -1.51376], [-1.50746, 0.56794, -1.20740], [-3.44940, 1.98971, -3.00934], [-4.10383, 0.58215, -2.19986], [-1.35883, 0.16620, -3.27713], [-2.74567, -0.86045, -3.43477], [-4.28947, 2.97229, 2.08959], [-1.77550, 4.36741, -0.63264], [-0.41897, -1.19537, -6.67270], [0.90428, -0.59141, -6.21584], [2.09570, -1.53866, -6.40688], [1.91549, -2.76744, -5.63513], [1.76585, -3.72862, -5.02394], [-0.67113, -2.08460, -6.09055], [-1.23013, -0.47678, -6.54666], [-0.37973, -1.47826, -7.72611], [0.83103, -0.31171, -5.16212], [1.09900, 0.32422, -6.77574], [3.01890, -1.06178, -6.07574], [2.21675, -1.81098, -7.45680], [6.19253, 4.45847, 2.29410], [6.03135, 3.51776, 3.48100], [6.50616, 2.08964, 3.18474], [5.73788, 1.50646, 2.08266], [5.12029, 1.04588, 1.23072], [5.59005, 4.13476, 1.44366], [5.86424, 5.46062, 2.56212], [7.23565, 4.51203, 1.97304], [4.98215, 3.49375, 3.78199], [6.59759, 3.90200, 4.33104], [6.38127, 1.45454, 4.06231], [7.56252, 2.08116, 2.91169], [-1.77137, 0.10627, 6.79282], [-1.02596, 1.20580, 7.53885], [-0.01152, 1.93449, 6.65164], [0.99995, 1.00980, 6.13053], [1.77418, 0.26386, 5.72632], [-1.08661, -0.67467, 6.45334], [-2.50803, -0.36125, 7.44192], [-2.29985, 0.50719, 5.92656], [-0.51567, 0.77814, 8.40371], [-1.74225, 1.93662, 7.91785], [0.49214, 2.72574, 7.20704], [-0.52340, 2.39366, 5.80368], [3.69235, -8.35797, -8.13247], [3.82582, -7.78253, -6.72730], [3.01871, -6.49390, -6.52997], [3.46644, -5.43929, -7.44352], [3.82311, -4.61380, -8.15849], [4.07923, -7.66751, -8.88300], [4.25449, -9.28734, -8.22098], [2.64887, -8.57160, -8.37161], [4.87886, -7.58720, -6.51422], [3.48299, -8.51947, -5.99880], [3.12512, -6.12164, -5.51148], [1.95758, -6.67482, -6.70614], [6.96750, -3.98154, -1.77795], [5.75895, -4.81289, -2.19271], [5.00528, -4.21561, -3.38711], [4.49342, -2.88009, -3.07790], [4.07242, -1.83374, -2.86227], [6.67103, -2.98345, -1.45176], [7.49145, -4.45582, -0.94839], [7.67251, -3.87454, -2.60429], [5.07611, -4.91001, -1.34598], [6.08353, -5.82051, -2.45811], [4.15585, -4.84274, -3.66127], [5.66252, -4.13951, -4.25527], [-7.18717, -3.03580, -3.34974], [-6.40056, -1.86594, -3.92959], [-4.96651, -2.24147, -4.31991], [-4.20768, -2.71061, -3.15635], [-3.62459, -3.06998, -2.23318], [-6.73514, -3.40324, -2.42620], [-8.20788, -2.73197, -3.11788], [-7.23660, -3.86545, -4.05652], [-6.37604, -1.04970, -3.20599], [-6.90925, -1.48856, -4.81718], [-4.45018, -1.37761, -4.74223], [-4.96670, -3.03309, -5.07088], [-6.27488, -2.33787, 7.92276], [-5.99783, -1.50039, 9.16563], [-6.29511, -0.01012, 8.96028], [-5.46465, 0.55530, 7.89285], [-4.81521, 0.99438, 7.05315], [-5.63580, -2.03693, 7.09058], [-6.08127, -3.39159, 8.12128], [-7.31525, -2.24055, 7.60688], [-4.95480, -1.62404, 9.46308], [-6.60984, -1.86312, 9.99226], [-6.09942, 0.54870, 9.87566], [-7.34274, 0.13944, 8.69501], [6.34678, 9.28936, 1.05333], [5.27074, 10.09530, 1.77179], [4.91234, 9.51735, 3.14592], [4.39373, 8.15174, 3.02726], [3.99199, 7.07974, 2.93412], [6.01222, 8.27071, 0.85059], [6.59435, 9.74946, 0.09717], [7.26086, 9.23618, 1.64785], [4.37330, 10.13868, 1.15217], [5.61450, 11.12174, 1.90804], [4.15325, 10.12912, 3.63391], [5.79117, 9.49578, 3.79225]], "mulliken_charge": [-1.280, -0.391, -1.154, 0.432, -0.424, -0.307, -0.716, 1.044, -1.023, -0.845, -0.703, -0.824, 0.344, -1.442, 0.001, -0.583, -0.072, -0.346, -0.988, 1.284, -0.958, -0.189, 1.391, -0.303, 1.439, -0.782, -0.561, -0.427, 0.464, -0.095, -0.122, 0.515, 0.546, 0.785, 0.092, 0.361, 0.308, 0.718, -0.469, 0.413, -0.412, 0.819, -0.102, 0.468, 0.420, -0.519, 0.192, 0.719, -0.061, 0.537, 0.471, 0.178, 0.583, 0.543, 0.337, -0.576, 0.537, 0.591, 0.587, 0.432, 0.246, 0.179, 0.384, 0.221, 0.895, -1.689, 0.760, -0.634, -0.792, -0.579, 0.447, 0.425, -1.020, 0.245, -0.445, 0.154, -0.443, 0.287, 0.164, 0.410, -0.391, 0.435, 0.380, 0.360, -0.826, -0.416, -0.513, 0.224, -0.516, 0.253, 0.059, 0.378, 0.236, 0.362, 0.289, 0.305, -0.911, -0.554, 0.055, 0.247, -0.524, 0.447, 0.150, 0.177, 0.318, 0.331, 0.379, -0.084, -1.207, -0.534, 0.131, 0.274, -0.542, 0.348, 0.352, 0.300, 0.298, 0.362, -0.108, 0.328, -1.173, -0.554, 0.156, 0.202, -0.455, 0.332, 0.360, 0.300, 0.272, 0.369, -0.161, 0.389, -1.395, 0.275, -0.172, 0.319, -0.473, 0.343, 0.400, 0.379, -0.372, 0.424, -0.045, 0.497, -1.094, -0.430, -0.434, 0.240, -0.377, 0.303, 0.330, 0.306, 0.293, 0.318, 0.286, 0.288, -1.095, -0.397, -0.450, 0.268, -0.428, 0.299, 0.332, 0.304, 0.293, 0.305, 0.304, 0.276]}